[1]
{"formula": "C2H3Ga", "method": "wB97M-V/def2-TZVPD", "multiplicity": 2, "homo_ev": [-15.805, -15.800], "total_energy_ha": -2002.3116, "homo_lumo_gap_ev": [10.2, 7.0], "s2": 0.758, "lumo_ev": [-5.6, -8.8], "de_lowest_kcal_mol": 38.5, "total_charge": 1, "elements": ["C", "H", "C", "H", "H", "Ga"], "xyz": [[-0.6577, 0.5917, 0.1836], [-1.6301, 0.9916, -0.1369], [-0.1165, -0.5717, -0.0768], [-0.4839, -1.6027, 0.0059], [1.6477, -0.5725, -0.2717], [1.2406, 1.1635, 0.2959]]}


[2]
{"formula": "C5H10O", "method": "wB97M-V/def2-TZVPD", "smiles": "CC1(C)CCO1", "homo_ev": -9.395, "total_energy_ha": -271.6619, "homo_lumo_gap_ev": 10.4, "lumo_ev": 1.0, "de_lowest_kcal_mol": 56.9, "elements": ["C", "C", "C", "C", "C", "O", "H", "H", "H", "H", "H", "H", "H", "H", "H", "H"], "xyz": [[-1.1962, -1.1768, -0.2051], [-0.2819, 0.0529, -0.0997], [-1.1259, 1.3179, 0.0840], [0.9311, -0.1341, 0.8280], [1.8429, -0.1431, -0.3650], [0.6884, 0.3050, -1.1979], [-1.9343, -1.1058, -1.0128], [-1.7655, -1.2629, 0.7362], [-0.6268, -2.1025, -0.3222], [-1.8888, 1.4031, -0.7031], [-0.4873, 2.2028, 0.0157], [-1.6481, 1.3325, 1.0482], [1.1676, -0.9347, 1.5222], [1.1164, 0.8347, 1.3045], [2.2792, -0.9630, -0.9339], [2.8181, 0.2775, 0.1628]]}


[3]
{"formula": "B3H12Sn", "method": "wB97M-V/def2-TZVPD", "homo_ev": -5.531, "total_energy_ha": -295.6662, "homo_lumo_gap_ev": 6.4, "lumo_ev": 0.8, "de_lowest_kcal_mol": 108.1, "total_charge": -1, "elements": ["Sn", "B", "H", "H", "H", "H", "B", "H", "H", "H", "H", "B", "H", "H", "H", "H"], "xyz": [[-0.2709, 1.1590, -1.8893], [-2.2200, -0.8230, -0.1228], [-1.7328, 0.0214, 0.3397], [-2.4199, -0.4827, -1.1270], [-1.5645, -1.6800, -0.1077], [-3.1078, -1.0719, 0.4376], [1.7797, -1.1087, -0.6583], [2.4212, -1.7710, -1.2187], [1.9247, -1.2378, 0.4030], [2.0353, -0.0902, -0.9063], [0.7388, -1.2528, -0.9036], [0.4612, 1.6817, 1.1465], [-0.4762, 1.5673, 1.6683], [1.2295, 1.7173, 1.9033], [0.6811, 0.8240, 0.5299], [0.5209, 2.5475, 0.5054]]}


Please write out number 2 again, unchanged.
{"formula": "C5H10O", "method": "wB97M-V/def2-TZVPD", "smiles": "CC1(C)CCO1", "homo_ev": -9.395, "total_energy_ha": -271.6619, "homo_lumo_gap_ev": 10.4, "lumo_ev": 1.0, "de_lowest_kcal_mol": 56.9, "elements": ["C", "C", "C", "C", "C", "O", "H", "H", "H", "H", "H", "H", "H", "H", "H", "H"], "xyz": [[-1.1962, -1.1768, -0.2051], [-0.2819, 0.0529, -0.0997], [-1.1259, 1.3179, 0.0840], [0.9311, -0.1341, 0.8280], [1.8429, -0.1431, -0.3650], [0.6884, 0.3050, -1.1979], [-1.9343, -1.1058, -1.0128], [-1.7655, -1.2629, 0.7362], [-0.6268, -2.1025, -0.3222], [-1.8888, 1.4031, -0.7031], [-0.4873, 2.2028, 0.0157], [-1.6481, 1.3325, 1.0482], [1.1676, -0.9347, 1.5222], [1.1164, 0.8347, 1.3045], [2.2792, -0.9630, -0.9339], [2.8181, 0.2775, 0.1628]]}